Formula: C3H7NO6
Source: the Open Molecules 2025 dataset
Level of theory: ωB97M-V/def2-TZVPD

Atoms and positions in Å:
C (-0.03987, -1.76404, 0.34473)
C (0.81100, -0.61933, -0.09346)
C (1.99675, -0.27586, 0.78938)
O (2.23745, 1.10909, 0.67109)
O (0.13463, 0.63533, -0.05636)
O (-1.18974, 0.60034, -0.69508)
O (-1.69466, 1.74435, -0.46778)
N (-3.17644, 1.83366, -1.26193)
O (-4.02944, 2.14053, -0.45910)
O (-3.13384, 1.63469, -2.45221)
H (0.55840, -2.67077, 0.43452)
H (-0.46018, -1.56137, 1.32861)
H (-0.83721, -1.97531, -0.36861)
H (1.14611, -0.76604, -1.12597)
H (1.70441, -0.50286, 1.82364)
H (2.87815, -0.87149, 0.50304)
H (3.09450, 1.30906, 1.08548)

Atoms 1-6, force components in eV/Å:
-0.074 -0.555 0.418
-0.414 0.661 -1.492
0.030 -0.188 0.689
1.338 0.283 0.172
-1.073 1.495 0.164
2.280 -7.114 -1.751

Summary:
energy above the lowest of the compared OMol25 structures with the same formula, charge and spin: 11.220 eV
HOMO energy (alpha / beta): -0.3276 / -0.3276 hartree
LUMO (alpha / beta): -0.018 / -0.018 Eh
maximum force: 7.67 eV/Å
SMILES string: C[C@H](CO)OOO[N+](=O)[O-]
E_tot: -16988.2541 eV